Computed, not measured: a cluster of 6 separate species, C26H47INO11PS in total at a distorted geometry, with wB97M-V/def2-TZVPD.

The geometry in XYZ format:
```
88
Properties=species:S:1:pos:R:3:lowdin_charge:R:1
C 3.928 0.140 0.682 -0.16
C 4.094 0.248 -0.838 -0.28
C 2.981 1.098 -1.562 -0.64
I 2.272 2.747 -0.377 0.96
C 1.878 0.125 -1.973 -0.30
C 1.933 -0.572 -3.165 -0.04
C 0.948 -1.448 -3.542 -0.01
C -0.166 -1.643 -2.749 -0.28
C -0.204 -0.942 -1.567 -0.42
C 0.785 -0.079 -1.153 -0.11
S -1.637 -1.177 -0.517 1.05
C -2.910 -1.428 -1.750 -0.42
C -2.518 -2.072 -2.917 -0.27
C -3.471 -2.272 -3.883 -0.02
C -4.775 -1.854 -3.702 -0.08
C -5.121 -1.222 -2.534 -0.13
C -4.200 -0.975 -1.530 -0.40
P -4.833 -0.071 -0.059 0.89
C -4.602 1.717 -0.510 -0.26
O -3.883 -0.335 1.284 -0.38
N -1.192 -2.553 -3.149 0.06
H 4.670 -0.600 1.036 0.06
H 2.934 -0.217 0.977 0.07
H 4.154 1.075 1.200 0.04
H 5.062 0.702 -1.072 0.11
H 3.990 -0.763 -1.246 0.10
H 3.407 1.524 -2.473 0.07
H 2.818 -0.409 -3.780 0.12
H 1.050 -1.994 -4.477 0.12
H 0.649 0.401 -0.188 0.06
H -3.250 -2.779 -4.820 0.12
H -5.547 -1.995 -4.452 0.11
H -6.140 -0.864 -2.380 0.10
H -4.672 2.353 0.375 0.03
H -3.653 1.825 -1.051 0.05
H -5.406 1.969 -1.212 0.04
H -3.095 0.227 1.191 0.01
H -1.043 -3.475 -2.751 0.14
O 6.378 -1.956 0.235 -0.09
C 5.669 -3.133 -0.171 -0.23
C 6.509 -4.360 0.106 -0.24
O 6.837 -4.428 1.489 -0.07
H 7.115 -1.838 -0.375 0.10
H 4.748 -3.161 0.412 0.13
H 5.419 -3.058 -1.234 0.12
H 5.974 -5.269 -0.166 0.10
H 7.450 -4.316 -0.460 0.12
H 7.016 -3.521 1.766 0.08
O -5.960 7.064 1.308 -0.07
C -6.644 5.808 1.273 -0.24
C -6.287 5.069 0.000 -0.25
O -4.881 4.875 -0.078 -0.08
H -6.351 7.629 0.633 0.09
H -6.313 5.246 2.145 0.12
H -7.722 5.977 1.343 0.12
H -6.770 4.091 -0.035 0.11
H -6.597 5.652 -0.877 0.12
H -4.482 5.686 0.263 0.08
O 4.730 -9.863 -1.159 -0.07
C 3.761 -9.083 -0.454 -0.24
C 4.302 -7.687 -0.221 -0.26
O 4.629 -7.075 -1.463 -0.08
H 5.464 -10.030 -0.559 0.09
H 2.871 -9.047 -1.079 0.12
H 3.515 -9.574 0.492 0.12
H 3.567 -7.061 0.286 0.12
H 5.215 -7.731 0.386 0.12
H 5.016 -7.773 -2.009 0.08
O -4.431 0.147 4.383 -0.08
C -3.529 0.066 5.486 -0.24
C -2.420 1.083 5.312 -0.25
O -2.965 2.390 5.206 -0.07
H -3.971 -0.188 3.603 0.06
H -4.108 0.284 6.383 0.12
H -3.127 -0.950 5.557 0.12
H -1.733 1.065 6.160 0.12
H -1.857 0.875 4.392 0.11
H -3.769 2.297 4.678 0.07
O 0.303 6.089 1.398 -0.08
C 0.472 7.231 0.553 -0.24
C 1.911 7.701 0.610 -0.25
O 2.780 6.651 0.216 -0.09
H 0.379 6.386 2.311 0.09
H 0.216 6.914 -0.457 0.12
H -0.217 8.022 0.866 0.12
H 2.073 8.551 -0.054 0.12
H 2.175 7.994 1.635 0.12
H 2.403 5.848 0.598 0.03
```

Properties
Maximum force: 2.21 eV/Å
Structure (SMILES): CC[C@H](I)c1ccc2c(c1)Sc1c(cccc1P(C)O)N2.OCCO.OCCO.OCCO.OCCO.OCCO
HOMO-LUMO gap: 0.308 hartree
Total energy: -2938.4588 Ha